Entry from OMol25: a 2-piece molecular cluster, C5H13NO3S overall (ωB97M-V/def2-TZVPD).

The geometry in ORCA input format:
```
! wB97M-V def2-TZVPD RIJCOSX def2/J DEFGRID3
* xyz 0 1
C 3.529 -1.018 0.664
S 1.816 -0.734 0.054
O 1.266 -1.924 -0.456
O 1.204 -0.315 1.514
N 1.584 0.351 -1.063
O 1.996 1.641 -0.681
H 3.632 -1.906 1.237
H 4.243 -0.956 -0.154
H 3.575 -0.195 1.454
H 0.346 -0.749 1.822
H 1.347 2.248 -1.036
C -1.918 1.735 0.320
C -2.098 0.571 -0.263
C -2.479 -0.637 0.560
C -1.702 0.106 -1.563
H -1.539 2.627 -0.128
H -2.277 2.085 1.314
H -2.569 -1.452 -0.186
H -1.709 -1.052 1.278
H -3.479 -0.567 1.094
H -1.899 0.891 -2.254
H -2.283 -0.688 -1.801
H -0.582 -0.064 -1.728
*
```

E_LUMO: 0.41 eV
ΔE to the lowest compared entry with this formula, charge and spin: 5.095 eV
maximum force: 4.69 eV/A
structure (SMILES): C[S@@](=O)(O)=NO.C=C(C)C

Atom charges from the Löwdin analysis, given in e for atoms 1 to 2:
1 C -0.107
2 S 0.685

***

Entry from OMol25: C25H25ClN2O6TeV as an isolated structure (ωB97M-V/def2-TZVPD).

The geometry in ORCA input format:
```
! wB97M-V def2-TZVPD RIJCOSX def2/J DEFGRID3
* xyz 0 2
V -0.554 0.097 -0.329
O 3.431 2.148 -0.069
C 2.587 1.742 -0.887
O 2.519 0.676 -1.521
C 1.382 2.668 -1.111
C 1.565 4.041 -1.287
C 0.480 4.850 -1.543
C -0.788 4.279 -1.600
C -0.883 2.918 -1.398
N 0.168 2.131 -1.165
C -2.208 2.207 -1.371
O -3.278 2.753 -1.458
O -2.040 0.908 -1.210
H 2.569 4.436 -1.211
H 0.607 5.914 -1.687
H -1.685 4.853 -1.779
C 0.862 -1.826 -2.182
N -0.287 -0.898 -2.261
C -0.073 0.007 -3.399
C -1.538 -1.667 -2.455
C -1.901 -2.334 -1.163
C -2.526 -3.573 -1.117
C -2.797 -4.164 0.108
C -2.418 -3.527 1.280
C -1.791 -2.288 1.224
C -1.542 -1.662 0.007
H 0.994 -2.313 -3.156
H 0.655 -2.588 -1.431
H 1.754 -1.260 -1.926
H -0.031 -0.581 -4.323
H 0.871 0.527 -3.247
H -0.898 0.714 -3.463
H -1.403 -2.387 -3.272
H -2.310 -0.953 -2.749
H -2.790 -4.084 -2.035
H -3.283 -5.129 0.148
H -2.603 -4.000 2.236
H -1.481 -1.819 2.151
Cl 5.819 -1.804 3.204
C 4.330 -1.353 2.441
C 3.617 -2.302 1.721
C 2.438 -1.937 1.096
C 1.979 -0.629 1.208
O 0.866 -0.310 0.533
C 2.671 0.326 1.955
C 2.246 1.730 2.138
O 1.103 2.133 2.034
C 3.872 -0.055 2.550
H 3.991 -3.312 1.638
H 1.868 -2.650 0.518
H 3.054 2.393 2.475
H 4.447 0.677 3.100
C -1.178 0.679 3.649
Te -1.659 1.476 1.748
C -3.630 0.697 1.698
H -1.928 1.056 4.341
H -0.194 1.039 3.929
H -1.195 -0.406 3.634
H -3.599 -0.384 1.808
H -4.060 0.962 0.734
H -4.199 1.158 2.502
*
```

E_LUMO (alpha / beta): -1.15 / -0.60 eV
ΔE to the lowest compared entry with this formula, charge and spin: 1.101 eV
maximum force: 0.98 eV/A

Atom charges from the Löwdin analysis, given in e for atoms 1 to 2:
1 V 0.853
2 O 0.008

***

Entry from OMol25: C40H33CrF5N7O3 as an isolated structure (ωB97M-V/def2-TZVPD).

The geometry in ORCA input format:
```
! wB97M-V def2-TZVPD RIJCOSX def2/J DEFGRID3
* xyz 0 2
Cr -0.264 0.538 0.113
C 0.771 -2.047 -2.828
C 2.059 -2.005 -0.469
C 2.473 -0.850 0.440
N 1.607 0.274 0.741
C 2.214 1.343 1.298
C 3.596 1.508 1.410
C 4.356 2.509 2.024
C 3.986 3.551 2.838
C 2.675 3.852 3.220
C 1.494 3.320 2.779
C 1.240 2.359 1.756
N 0.065 2.157 1.238
C -1.149 2.745 1.771
C -1.602 1.931 3.002
C -1.065 0.498 2.948
N -1.258 -0.128 1.646
C -2.252 -1.002 1.433
C -3.273 -1.222 2.362
C -4.343 -2.113 2.385
C -4.681 -3.107 1.497
C -4.019 -3.379 0.303
C -2.988 -2.709 -0.311
C -2.226 -1.573 0.066
N -1.370 -0.974 -0.742
C -1.524 -1.111 -2.188
C -0.246 -0.911 -2.973
H 1.085 -2.334 -3.835
H 0.272 -2.934 -2.429
H 0.132 -2.256 0.376
H 2.902 -2.677 -0.274
H 2.731 -1.325 1.397
H 3.418 -0.521 0.005
H 4.207 0.757 0.934
H 5.423 2.405 1.862
H 4.775 4.161 3.254
H 2.570 4.635 3.963
H 0.605 3.745 3.223
H -1.040 3.806 2.010
H -1.902 2.673 0.986
H -1.230 2.387 3.924
H -2.692 1.941 3.060
H 0.012 0.513 3.129
H -1.495 -0.106 3.749
H -3.252 -0.557 3.214
H -4.987 -2.013 3.251
H -5.531 -3.729 1.743
H -4.386 -4.236 -0.251
H -2.703 -3.135 -1.263
H -1.962 -2.068 -2.473
H -2.245 -0.343 -2.492
H -0.547 -0.881 -4.024
H 0.176 0.065 -2.754
O 6.106 -0.743 -5.095
N 5.605 -1.792 -4.724
O 5.990 -2.884 -5.096
C 4.477 -1.741 -3.789
C 4.010 -2.939 -3.386
C 2.913 -3.091 -2.483
C 2.621 -4.345 -2.033
C 1.620 -4.792 -1.104
C 0.812 -4.059 -0.286
N 0.927 -2.748 -0.001
C 2.115 -1.880 -2.065
C 2.762 -0.571 -2.483
N 2.126 0.504 -2.020
C 2.571 1.718 -2.311
C 3.699 1.915 -3.087
C 4.363 0.811 -3.589
C 3.898 -0.478 -3.307
H 4.499 -3.829 -3.757
H 3.212 -5.144 -2.468
H 1.455 -5.860 -1.074
H -0.002 -4.560 0.226
H 1.993 2.548 -1.918
H 4.050 2.913 -3.304
H 5.236 0.943 -4.204
F -4.756 4.276 -4.051
C -3.805 3.638 -3.361
C -4.135 2.871 -2.254
F -5.410 2.764 -1.873
C -3.144 2.217 -1.545
F -3.492 1.476 -0.474
C -1.793 2.295 -1.901
O -0.866 1.666 -1.244
C -1.491 3.079 -3.020
F -0.214 3.196 -3.411
C -2.475 3.736 -3.737
F -2.140 4.474 -4.798
*
```

E_LUMO (alpha / beta): -0.69 / -0.67 eV
ΔE to the lowest compared entry with this formula, charge and spin: 1.889 eV
maximum force: 0.66 eV/A

Atom charges from the Löwdin analysis, given in e for atoms 1 to 2:
1 Cr 0.886
2 C -0.077

***

Entry from OMol25: an isolated ion of composition C18H23N2 and charge +1 (ωB97M-V/def2-TZVPD).

The geometry in ORCA input format:
```
! wB97M-V def2-TZVPD RIJCOSX def2/J DEFGRID3
* xyz 1 1
C -4.006 -0.019 2.499
C -3.048 -0.044 1.368
C -3.654 -0.532 0.078
N -1.807 0.414 1.513
C -0.832 0.084 0.377
C 0.621 -0.068 0.761
C 1.255 -1.321 0.892
C 2.608 -1.399 1.267
C 3.345 -0.225 1.495
C 2.713 1.009 1.357
C 1.376 1.084 0.967
C -1.257 0.879 2.861
N -1.526 2.334 3.395
C -1.195 2.467 4.838
C -1.252 3.440 2.550
C -1.918 3.493 1.321
C -1.707 4.557 0.452
C -0.743 5.529 0.766
C 0.012 5.439 1.946
C -0.315 4.472 2.902
H -5.037 0.072 2.102
H -3.965 -0.945 3.103
H -3.794 0.805 3.197
H -4.740 -0.499 0.164
H -3.392 0.084 -0.785
H -3.433 -1.558 -0.211
H -1.175 -0.819 -0.152
H -0.936 0.980 -0.255
H 0.700 -2.244 0.650
H 3.087 -2.377 1.387
H 4.394 -0.289 1.794
H 3.251 1.932 1.563
H 0.912 2.045 0.764
H -0.195 0.730 3.032
H -1.864 0.279 3.548
H -1.186 3.528 5.115
H -1.861 1.959 5.501
H -0.210 2.101 5.093
H -2.606 2.671 1.087
H -2.312 4.621 -0.461
H -0.575 6.359 0.070
H 0.835 6.131 2.121
H 0.210 4.460 3.862
*
```

E_LUMO: -4.00 eV
ΔE to the lowest compared entry with this formula, charge and spin: 1.473 eV
maximum force: 2.95 eV/A
structure (SMILES): CC(C)=[N+](Cc1ccccc1)CN(C)c1ccccc1

Atom charges from the Löwdin analysis, given in e for atoms 1 to 2:
1 C 0.000
2 C -0.227

***

Entry from OMol25: C45H47FNP2W as an isolated structure (ωB97M-V/def2-TZVPD).

The geometry in ORCA input format:
```
! wB97M-V def2-TZVPD RIJCOSX def2/J DEFGRID3
* xyz 3 1
W 0.522 -0.066 -0.103
C 0.015 -1.398 -3.806
C 1.455 -0.896 -3.764
P 2.026 -0.293 -2.141
C 3.511 0.672 -2.391
C 3.895 1.640 -1.461
C 5.070 2.347 -1.643
C 5.864 2.097 -2.757
C 5.483 1.142 -3.690
C 4.308 0.428 -3.513
C 2.419 -1.713 -1.084
C 1.316 -2.282 -0.397
C 1.508 -3.224 0.622
C 2.797 -3.573 0.978
C 3.887 -3.005 0.311
C 3.709 -2.067 -0.696
C -0.988 -0.318 -3.399
P -1.449 -0.333 -1.632
C -2.639 1.022 -1.528
C -4.001 0.776 -1.383
C -4.893 1.840 -1.366
C -4.432 3.141 -1.496
C -3.074 3.388 -1.662
C -2.178 2.334 -1.682
C -2.307 -1.911 -1.422
C -3.225 -2.345 -2.385
C -3.883 -3.554 -2.228
C -3.631 -4.348 -1.116
C -2.726 -3.927 -0.154
C -2.070 -2.714 -0.306
H -0.105 -2.302 -3.201
H -0.187 -1.711 -4.831
H 1.574 -0.047 -4.444
H 2.155 -1.672 -4.080
H 3.270 1.852 -0.604
H 5.368 3.099 -0.925
H 6.780 2.653 -2.901
H 6.099 0.954 -4.558
H 4.031 -0.313 -4.252
H 0.300 -2.209 -0.835
H 0.652 -3.681 1.101
H 2.967 -4.301 1.760
H 4.891 -3.303 0.585
H 4.566 -1.620 -1.185
H -1.923 -0.418 -3.950
H -0.616 0.684 -3.631
H -4.371 -0.234 -1.281
H -5.953 1.648 -1.259
H -5.133 3.966 -1.485
H -2.722 4.403 -1.792
H -1.126 2.532 -1.849
H -3.451 -1.742 -3.255
H -4.595 -3.877 -2.976
H -4.145 -5.293 -1.001
H -2.539 -4.539 0.719
H -1.397 -2.379 0.476
C -3.300 1.322 2.964
C -2.927 0.280 1.894
C -4.155 -0.583 1.611
C -1.726 -0.501 2.376
C -1.895 -1.638 3.153
C -0.815 -2.254 3.765
C 0.466 -1.722 3.674
C 0.710 -0.581 2.930
C 2.057 0.122 3.022
C 2.675 0.468 1.663
C 3.077 -0.626 3.875
C -0.390 -0.041 2.188
N -0.133 1.034 1.270
C 0.041 2.411 1.466
C -0.173 3.161 2.613
C 0.090 4.525 2.557
C 0.565 5.126 1.395
C 0.819 4.378 0.245
C 0.548 3.045 0.349
F 0.822 2.139 -0.694
H -4.163 1.893 2.623
H -2.497 2.026 3.165
H -3.569 0.829 3.899
H -2.649 0.820 0.986
H -4.569 -0.999 2.530
H -3.953 -1.404 0.923
H -4.935 0.043 1.180
H -2.888 -2.034 3.310
H -0.979 -3.138 4.369
H 1.264 -2.187 4.232
H 1.846 1.071 3.529
H 2.491 -0.343 0.930
H 3.765 0.488 1.710
H 2.373 1.444 1.291
H 3.351 -1.586 3.431
H 2.720 -0.802 4.888
H 3.984 -0.027 3.954
H -0.528 2.696 3.522
H -0.075 5.130 3.437
H 0.759 6.189 1.383
H 1.216 4.820 -0.658
*
```

E_LUMO: -9.76 eV
maximum force: 0.12 eV/A

Atom charges from the Löwdin analysis, given in e for atoms 1 to 2:
1 W 1.320
2 C -0.259

***

Entry from OMol25: C8H24ClI2InOP2S as an isolated structure (ωB97M-V/def2-TZVPD).

The geometry in ORCA input format:
```
! wB97M-V def2-TZVPD RIJCOSX def2/J DEFGRID3
* xyz 2 1
I -0.236 1.719 0.167
I -0.471 -2.172 0.449
In 0.228 -0.497 -2.229
P -2.450 -0.151 -1.242
C -3.184 -0.053 0.444
C -3.347 1.231 -2.048
H -4.417 0.974 -2.112
H -4.467 -1.269 -2.005
H -2.936 1.373 -3.059
H -3.011 -1.794 -2.931
H -2.831 0.863 0.933
H -3.204 2.147 -1.461
C -3.404 -1.560 -1.931
H -4.284 -0.049 0.368
H -3.283 -2.434 -1.277
H -2.848 -0.913 1.034
P 2.645 -0.182 -1.299
C 3.273 -0.035 0.405
C 3.546 -1.616 -1.983
H 2.939 1.390 -3.129
H 4.495 1.037 -2.301
H 3.286 2.137 -1.539
C 3.424 1.235 -2.154
H 3.125 -1.873 -2.969
H 4.615 -1.371 -2.086
H 4.367 -0.174 0.440
H 2.791 -0.769 1.062
H 3.413 -2.472 -1.305
H 3.020 0.959 0.791
Cl -0.091 -0.423 -4.558
C -0.982 -0.581 3.961
S 0.338 0.090 2.959
C 0.475 1.760 3.624
O 1.607 -0.592 3.329
H -1.776 0.162 3.971
H -0.606 -0.780 4.968
H -1.310 -1.500 3.473
H 0.874 1.654 4.644
H 1.195 2.308 2.998
H -0.519 2.219 3.596
*
```

E_LUMO (alpha / beta): -9.91 / -10.34 eV
ΔE to the lowest compared entry with this formula, charge and spin: 0.000 eV
maximum force: 2.06 eV/A

Atom charges from the Löwdin analysis, given in e for atoms 1 to 2:
1 I 0.489
2 I 0.617

***

Entry from OMol25: one molecule with the formula C6H4N2 (ωB97M-V/def2-TZVPD).

The geometry in ORCA input format:
```
! wB97M-V def2-TZVPD RIJCOSX def2/J DEFGRID3
* xyz 0 1
N 3.055 0.907 2.050
C 2.260 0.230 1.503
C 1.309 -0.616 0.905
C 0.230 -0.156 0.175
C -0.758 -0.955 -0.499
C -1.595 -0.034 -1.071
C -1.061 1.261 -0.731
N -0.001 1.199 -0.030
H 1.432 -1.688 0.968
H -0.916 -2.036 -0.443
H -2.427 -0.284 -1.721
H -1.529 2.171 -1.106
*
```

E_LUMO: -1.62 eV
ΔE to the lowest compared entry with this formula, charge and spin: 1.019 eV
maximum force: 3.87 eV/A
structure (SMILES): N#C/C=C1/C=CC=N1

Atom charges from the Löwdin analysis, given in e for atoms 1 to 2:
1 N 0.163
2 C -0.205